ORCA calculation (ωB97M-V/def2-TZVPD) on the ion C26H38NO3 with charge +1.

```
68
Properties=species:S:1:pos:R:3
C -4.908 -1.454 -2.109
C -3.466 -1.876 -2.362
C -2.580 -0.667 -2.653
C -1.126 -1.033 -2.962
C -0.336 -1.636 -1.788
C 0.500 -0.624 -0.985
O 1.539 -0.116 -1.845
C -0.336 0.512 -0.426
C -1.482 0.258 0.319
C -2.236 1.284 0.857
C -1.864 2.614 0.659
O -2.493 3.698 1.148
C -3.738 3.569 1.817
C -4.894 3.325 0.853
C -0.718 2.873 -0.099
C 0.026 1.842 -0.628
C 1.302 -1.356 0.149
C 2.061 -0.343 1.014
N 3.068 0.400 0.215
C 3.339 1.761 0.725
C 4.294 2.474 -0.239
O 5.491 1.757 -0.385
C 5.258 0.465 -0.882
C 4.346 -0.325 0.062
C 0.471 -2.279 1.013
C -0.183 -1.842 2.160
C -0.933 -2.723 2.921
C -1.039 -4.053 2.553
C -0.380 -4.501 1.421
C 0.372 -3.622 0.664
H -5.312 -0.937 -2.975
H -4.965 -0.785 -1.253
H -5.530 -2.323 -1.907
H -3.432 -2.561 -3.212
H -3.097 -2.417 -1.488
H -2.985 -0.148 -3.525
H -2.620 0.027 -1.813
H -1.128 -1.758 -3.779
H -0.628 -0.134 -3.339
H 0.364 -2.378 -2.179
H -1.017 -2.153 -1.117
H 1.133 0.158 -2.678
H -1.806 -0.757 0.484
H -3.117 1.032 1.424
H -3.686 2.783 2.579
H -3.870 4.530 2.320
H -4.772 2.385 0.319
H -4.941 4.130 0.123
H -5.828 3.297 1.405
H -0.437 3.900 -0.266
H 0.890 2.089 -1.230
H 2.029 -1.982 -0.381
H 1.356 0.386 1.417
H 2.557 -0.851 1.845
H 2.625 0.468 -0.739
H 2.402 2.314 0.805
H 3.800 1.679 1.712
H 4.566 3.453 0.155
H 3.803 2.605 -1.216
H 6.234 -0.017 -0.957
H 4.803 0.511 -1.883
H 4.159 -1.320 -0.341
H 4.818 -0.413 1.044
H -0.125 -0.810 2.471
H -1.435 -2.365 3.806
H -1.625 -4.736 3.147
H -0.446 -5.538 1.129
H 0.890 -3.987 -0.211
```

Calculated values
HOMO level	-11.1	eV
charge	+1
SMILES	CCCCC[C@@](O)(c1ccc(OCC)cc1)[C@@H](C[NH+]1CCOCC1)c1ccccc1
ΔE to the lowest compared entry with this formula, charge and spin	0.0	kJ/mol
Kohn-Sham gap	9.149	eV

Electronic structure analysis, natural (NBO) charges in units of e: -0.598, -0.395, -0.401, -0.384, -0.436, 0.296, -0.772, -0.162, -0.123, -0.344, 0.406, -0.501, -0.068, -0.639, -0.270, -0.224, -0.269, -0.216, -0.415, -0.255, -0.086, -0.497, -0.088, -0.252, -0.060, -0.166, -0.220, -0.193, -0.198, -0.199, 0.207, 0.197, 0.216, 0.201, 0.187, 0.210, 0.203, 0.220, 0.177, 0.219, 0.232, 0.505, 0.218, 0.229, 0.171, 0.205, 0.207, 0.222, 0.226, 0.231, 0.208, 0.227, 0.239, 0.236, 0.496, 0.242, 0.227, 0.230, 0.173, 0.230, 0.178, 0.235, 0.227, 0.203, 0.223, 0.227, 0.227, 0.214